Entry P
ORCA calculation (the ωB97M-V functional and the def2-TZVPD basis) on the molecule C6H15NO2Si.

Results
HOMO ... -8.59 eV
SMILES string ... C/C=[N+](\[O-])O[Si](C)(C)CC
LUMO energy ... 0.857 eV
Gap between HOMO and LUMO ... 9.449 eV

Positions of all 25 atoms, in Å:
C: -3.844 0.758 0.373
C: 1.890 -1.166 1.472
C: 1.143 -1.713 -1.634
C: 2.238 1.669 -0.246
C: 0.828 1.249 -0.183
C: -2.590 0.088 0.735
N: -1.688 -0.417 -0.015
O: -0.669 -1.035 0.623
O: -1.562 -0.317 -1.255
Si: 0.836 -0.670 -0.037
H: -3.801 1.745 0.939
H: -4.027 0.933 -0.748
H: -4.689 0.043 0.583
H: 1.365 -1.838 2.201
H: 2.615 -1.843 0.928
H: 2.220 -0.208 1.931
H: 2.207 -1.552 -1.946
H: 0.897 -2.827 -1.436
H: 0.584 -1.369 -2.547
H: 2.945 1.324 0.526
H: 2.609 1.220 -1.232
H: 2.409 2.799 -0.621
H: 0.243 1.781 -0.975
H: 0.238 1.402 0.752
H: -2.399 -0.053 1.812

Entry Q
ORCA calculation (the ωB97M-V functional and the def2-TZVPD basis) on a cluster of 2 separate species, C6H15NO2Si in total.

Results
HOMO ... -7.72 eV
LUMO energy ... 0.158 eV
Gap between HOMO and LUMO ... 7.877 eV

Positions of all 25 atoms, in Å:
C: -2.440 -0.472 -1.617
C: -0.714 -2.076 0.063
C: -1.263 0.733 1.731
C: 0.048 2.198 -0.773
C: 1.810 0.400 1.274
C: -0.487 -0.843 -0.699
N: 0.227 -1.061 -2.023
O: -2.144 -0.724 -2.767
O: -3.326 -0.317 -0.852
Si: 0.053 0.600 0.301
H: -1.298 -1.915 0.964
H: 0.212 -2.655 0.591
H: -1.234 -2.837 -0.638
H: -0.736 0.530 2.567
H: -1.635 1.726 1.634
H: -2.057 -0.063 1.487
H: -0.602 2.943 -0.098
H: 1.048 2.502 -0.938
H: -0.585 2.048 -1.715
H: 2.604 0.641 0.472
H: 1.769 1.126 2.080
H: 1.780 -0.550 1.573
H: 1.162 -1.239 -1.988
H: -0.349 -1.700 -2.564
H: 0.203 -0.162 -2.490

Energies in kJ/mol, measured from the most stable structure: entry P 82.5; entry Q 0.0.